# 1
One molecule with the formula C6H11N3 in a non-equilibrium geometry. Source: the OMol25 dataset; level of theory: ωB97M-V/def2-TZVPD.

Output
* structure (SMILES): C=C(N)C(=C)/C(N)=C\N
* energy above the lowest of the compared OMol25 structures with the same formula, charge and spin: 69.3 kcal/mol
* lowest unoccupied orbital energy: 0.03494 Eh
* HOMO-LUMO gap: 7.94 eV

Positions of all 20 atoms, in Å:
1 C 2.51 0.08 0.20
2 C 1.26 0.00 -0.29
3 N 0.99 0.00 -1.65
4 C 0.15 -0.57 0.70
5 C 0.01 -1.87 0.87
6 C -0.67 0.64 0.51
7 N -0.36 1.74 1.34
8 C -1.86 0.60 -0.13
9 N -2.28 -0.42 -0.99
10 H 3.36 0.20 -0.44
11 H 2.70 -0.14 1.24
12 H 1.71 0.39 -2.24
13 H 0.06 0.29 -1.92
14 H -0.73 -2.25 1.56
15 H 0.74 -2.56 0.46
16 H -0.52 2.63 0.89
17 H 0.58 1.72 1.70
18 H -2.57 1.41 0.00
19 H -1.80 -1.30 -0.83
20 H -3.28 -0.57 -0.98

How positive or negative is each atom? The Mulliken charges in e answer that: -1.149, 0.881, -0.475, 0.172, -0.825, 0.191, -0.670, -0.722, -0.489, 0.297, 0.278, 0.239, 0.258, 0.333, 0.282, 0.242, 0.292, 0.385, 0.237, 0.244



# 2
One molecule with the formula C17H26N2O5S in a non-equilibrium geometry. Source: the OMol25 dataset; level of theory: ωB97M-V/def2-TZVPD.

Output
* structure (SMILES): COc1ccc(S(=O)(=O)N(C)CC(=O)N2CCCCCC2)cc1OC
* energy above the lowest of the compared OMol25 structures with the same formula, charge and spin: 52.4 kcal/mol
* lowest unoccupied orbital energy: 0.01976 Eh
* HOMO-LUMO gap: 9.18 eV

Positions of all 51 atoms, in Å:
1 C 6.37 0.44 1.55
2 O 5.59 -0.33 0.67
3 C 4.33 0.08 0.37
4 C 3.75 1.22 0.93
5 C 2.46 1.61 0.61
6 C 1.74 0.85 -0.29
7 S 0.03 1.28 -0.63
8 O -0.32 0.84 -1.95
9 O -0.19 2.65 -0.29
10 N -0.87 0.36 0.43
11 C -0.67 0.68 1.82
12 C -0.96 -1.05 0.12
13 C -2.33 -1.63 0.51
14 O -2.38 -2.50 1.37
15 N -3.42 -1.19 -0.14
16 C -3.42 -0.14 -1.13
17 C -3.68 1.25 -0.53
18 C -5.12 1.49 -0.11
19 C -5.66 0.43 0.86
20 C -5.90 -0.92 0.18
21 C -4.68 -1.84 0.19
22 C 2.28 -0.27 -0.87
23 C 3.58 -0.68 -0.56
24 O 3.97 -1.81 -1.21
25 C 5.28 -2.31 -1.11
26 H 5.92 0.49 2.55
27 H 7.33 -0.07 1.61
28 H 6.53 1.46 1.18
29 H 4.31 1.81 1.63
30 H 2.01 2.49 1.04
31 H -0.65 1.76 1.91
32 H 0.27 0.26 2.21
33 H -1.49 0.27 2.41
34 H -0.80 -1.16 -0.95
35 H -0.20 -1.63 0.66
36 H -4.20 -0.38 -1.87
37 H -2.47 -0.11 -1.65
38 H -3.02 1.38 0.32
39 H -3.39 1.99 -1.27
40 H -5.77 1.51 -0.99
41 H -5.18 2.47 0.37
42 H -6.60 0.79 1.28
43 H -4.96 0.31 1.69
44 H -6.69 -1.45 0.70
45 H -6.24 -0.74 -0.84
46 H -4.55 -2.28 1.18
47 H -4.85 -2.66 -0.52
48 H 1.72 -0.84 -1.59
49 H 5.30 -3.18 -1.77
50 H 6.02 -1.59 -1.44
51 H 5.52 -2.63 -0.09

How positive or negative is each atom? The Mulliken charges in e answer that: -0.956, -0.425, 1.367, -0.418, -1.158, -0.146, 1.500, -0.721, -0.762, 0.318, -1.054, -1.039, 0.353, -0.702, 0.225, -1.144, -0.220, -1.010, -0.591, -0.681, -0.805, -0.578, 0.117, -0.452, -0.765, 0.359, 0.253, 0.369, 0.401, 0.489, 0.372, 0.311, 0.340, 0.767, 0.311, 0.525, 0.430, 0.175, 0.378, 0.387, 0.407, 0.342, 0.297, 0.380, 0.394, 0.477, 0.188, 0.553, 0.287, 0.293, 0.265



# 3
A 2-piece molecular cluster, C5H13NO overall in a non-equilibrium geometry. Source: the OMol25 dataset; level of theory: ωB97M-V/def2-TZVPD.

Output
* structure (SMILES): C/C=C/CCN.O
* energy above the lowest of the compared OMol25 structures with the same formula, charge and spin: 45.0 kcal/mol
* lowest unoccupied orbital energy: 0.03541 Eh
* HOMO-LUMO gap: 10.28 eV

Positions of all 20 atoms, in Å:
1 C -0.82 1.51 2.14
2 C -0.04 0.27 1.77
3 C 1.23 0.19 1.39
4 C 1.71 -0.58 0.14
5 C 0.64 -0.93 -0.88
6 N -0.09 0.20 -1.49
7 H -1.86 1.25 2.13
8 H -0.61 1.93 3.12
9 H -0.77 2.31 1.39
10 H -0.70 -0.45 1.31
11 H 1.90 1.03 1.55
12 H 2.23 -1.47 0.50
13 H 2.48 0.06 -0.28
14 H 1.19 -1.47 -1.66
15 H -0.09 -1.70 -0.61
16 H 0.65 0.67 -2.01
17 H -0.44 0.86 -0.80
18 O -2.18 -1.58 -2.36
19 H -1.60 -0.80 -2.32
20 H -2.82 -1.31 -3.03

How positive or negative is each atom? The Mulliken charges in e answer that: -1.072, -0.237, -0.357, -0.416, -0.910, -0.544, 0.352, 0.349, 0.276, 0.309, 0.270, 0.323, 0.299, 0.503, 0.323, 0.241, 0.197, -0.654, 0.420, 0.328



# 4
C39H60OP3S3SiTi as an isolated structure in a non-equilibrium geometry. Source: the OMol25 dataset; level of theory: ωB97M-V/def2-TZVPD.

Output
* 2S+1: 2
* energy above the lowest of the compared OMol25 structures with the same formula, charge and spin: 35.4 kcal/mol
* lowest unoccupied orbital energy (spin up / spin down): 0.00607 / 0.00963 Eh
* HOMO-LUMO gap (spin up / spin down): 7.44 / 7.45 eV

Positions of all 108 atoms, in Å:
1 Ti 0.20 0.26 0.20
2 C -5.05 -1.07 1.28
3 C -3.94 -0.31 0.52
4 C -4.41 0.01 -0.91
5 P -2.24 -1.10 0.54
6 C -2.12 -1.99 2.22
7 C -2.88 -1.26 3.35
8 C -2.44 -3.48 2.25
9 C -2.40 -2.57 -0.54
10 C -3.59 -3.27 -0.75
11 C -3.57 -4.52 -1.34
12 C -2.36 -5.10 -1.70
13 C -1.18 -4.39 -1.53
14 C -1.18 -3.09 -0.99
15 Si 0.34 -1.94 -0.98
16 C 0.55 -1.59 -2.86
17 C 0.01 -2.43 -3.84
18 C -0.09 -2.05 -5.18
19 C 0.34 -0.79 -5.56
20 C 0.90 0.06 -4.62
21 C 1.01 -0.33 -3.29
22 P 1.87 0.69 -2.04
23 C 3.64 0.08 -2.38
24 C 4.27 0.55 -3.69
25 C 3.71 -1.45 -2.33
26 C 2.02 2.40 -2.78
27 C 0.75 3.21 -3.02
28 C 3.00 3.22 -1.95
29 C 1.54 -3.10 -0.02
30 C 2.02 -4.29 -0.58
31 C 2.54 -5.31 0.20
32 C 2.57 -5.16 1.58
33 C 2.17 -3.97 2.15
34 C 1.68 -2.91 1.37
35 P 1.54 -1.18 1.99
36 C 3.35 -0.73 2.14
37 C 4.01 -0.60 0.77
38 C 4.20 -1.64 3.03
39 C 1.16 -1.07 3.84
40 C 0.57 -2.31 4.52
41 C 0.31 0.18 4.08
42 H -5.30 -0.56 2.22
43 H -4.81 -2.10 1.52
44 H -5.96 -1.08 0.67
45 H -3.77 0.64 1.01
46 H -4.67 -0.90 -1.46
47 H -3.68 0.56 -1.49
48 H -5.31 0.63 -0.84
49 H -1.06 -1.89 2.41
50 H -3.89 -1.64 3.43
51 H -2.93 -0.18 3.21
52 H -2.38 -1.45 4.31
53 H -3.47 -3.69 1.95
54 H -2.30 -3.86 3.27
55 H -1.79 -4.06 1.58
56 H -4.54 -2.87 -0.43
57 H -4.50 -5.06 -1.50
58 H -2.33 -6.10 -2.12
59 H -0.24 -4.85 -1.82
60 H -0.37 -3.41 -3.57
61 H -0.53 -2.72 -5.90
62 H 0.24 -0.46 -6.59
63 H 1.23 1.05 -4.94
64 H 4.24 0.47 -1.56
65 H 3.63 0.31 -4.55
66 H 5.22 0.03 -3.83
67 H 4.48 1.62 -3.70
68 H 3.31 -1.88 -3.25
69 H 3.15 -1.88 -1.50
70 H 4.75 -1.77 -2.23
71 H 2.47 2.22 -3.75
72 H 0.30 3.55 -2.08
73 H -0.01 2.67 -3.57
74 H 1.02 4.11 -3.60
75 H 2.52 3.54 -1.02
76 H 3.29 4.13 -2.50
77 H 3.92 2.68 -1.69
78 H 1.97 -4.43 -1.66
79 H 2.91 -6.23 -0.26
80 H 2.95 -5.96 2.21
81 H 2.26 -3.85 3.22
82 H 3.31 0.26 2.60
83 H 4.19 -1.58 0.35
84 H 4.98 -0.09 0.86
85 H 3.39 -0.04 0.09
86 H 4.37 -2.60 2.55
87 H 3.75 -1.82 4.01
88 H 5.17 -1.17 3.19
89 H 2.13 -0.86 4.29
90 H -0.17 -2.82 3.90
91 H 0.08 -2.01 5.45
92 H 1.35 -3.04 4.78
93 H -0.64 0.13 3.57
94 H 0.81 1.08 3.73
95 H 0.13 0.30 5.16
96 S -3.01 3.41 -0.50
97 C -1.92 2.22 -0.20
98 S -1.29 1.87 1.41
99 S -1.28 1.18 -1.44
100 C 3.69 2.92 1.57
101 C 2.19 2.83 1.76
102 O 1.63 1.92 0.79
103 H 4.16 3.23 2.51
104 H 3.96 3.65 0.80
105 H 4.10 1.95 1.28
106 H 1.71 3.79 1.64
107 H 1.96 2.48 2.77
108 H 0.65 2.09 0.86

Atomic partial charges in e from the Mulliken method, atoms 1 to 99: 0.363, -1.828, 1.300, -1.644, 0.964, 1.940, -1.964, -1.780, 0.201, -1.012, -1.248, -0.969, -0.581, 0.592, 0.766, 0.693, -0.312, -1.147, -0.989, -0.606, 0.561, 0.997, 0.799, -1.655, -1.892, 0.419, -1.951, -1.623, 0.191, -0.202, -1.039, -0.888, -0.680, 0.271, 1.024, 0.811, -1.496, -1.849, 0.595, -1.664, -0.700, 0.312, 0.408, 0.493, 0.575, 0.346, 0.216, 0.505, -1.574, 0.589, 0.341, 0.291, 0.483, 0.522, 0.195, 0.354, 0.422, 0.431, 0.386, 0.518, 0.400, 0.424, 0.365, 0.627, 0.281, 0.498, 0.345, 0.291, -0.063, 0.620, 0.654, 0.316, 0.343, 0.482, 0.132, 0.531, 0.363, 0.593, 0.417, 0.412, 0.254, 0.393, 0.542, 0.667, -0.579, 0.401, 0.385, 0.509, 1.035, 0.301, 0.472, 0.359, -0.209, -0.275, 0.528, -0.228, 0.514, -0.730, -0.324



Question: What is the energy above the lowest of the compared OMol25 structures with the same formula, charge and spin in the second record?
Answer: 52.4 kcal/mol



Question: Among the records above, which one has the highest energy above the lowest of the compared OMol25 structures with the same formula, charge and spin?
Answer: C6H11N3



Question: Which formula does entry 3 have?
Answer: C5H13NO